This record from the OMol25 dataset describes a structure of composition C48H60N4O2P2STi at a distorted geometry. The level of theory is wB97M-V/def2-TZVPD.

Properties
**LUMO**: 0.512 eV
**HOMO energy**: -6.67 eV
**Kohn-Sham gap**: 7.2 eV
**Calculated total energy**: -113335.078 eV

Last column: Mulliken charge in e.
CARTESIAN COORDINATES (ANGSTROEM)
Ti 0.890 0.276 0.289  -1.706
O 0.793 0.069 4.195  -0.701
C 1.434 0.208 3.173  0.427
O 0.896 -0.042 1.996  1.045
C 2.857 0.670 3.207  -0.016
C 3.380 0.862 4.493  -1.023
C 4.674 1.283 4.701  -0.715
C 5.486 1.537 3.597  -0.590
C 4.991 1.364 2.325  -1.511
C 3.676 0.923 2.088  1.530
S 3.271 0.727 0.393  -0.711
H 2.721 0.663 5.328  0.482
H 5.054 1.415 5.705  0.403
H 6.505 1.877 3.737  0.424
H 5.608 1.567 1.458  0.480
C 2.035 -1.219 -6.508  -0.508
C 0.732 -1.292 -6.037  -0.901
C 0.429 -0.892 -4.744  0.131
C 1.437 -0.409 -3.918  0.171
C 2.748 -0.350 -4.390  -0.555
C 3.047 -0.744 -5.685  -0.794
P 1.209 0.232 -2.221  0.651
C -0.272 -0.548 -1.416  1.365
C -1.408 0.398 -1.092  -1.473
C -2.884 0.000 -0.760  -1.993
C -3.043 -2.230 -1.891  -0.182
C -1.594 -2.617 -2.101  -1.344
C -0.480 -1.896 -1.918  -0.117
C 0.740 1.975 -2.555  0.815
C 0.472 2.475 -3.806  -0.530
C 0.246 3.853 -3.992  -1.115
C 0.332 4.718 -2.938  -0.930
C 0.624 4.247 -1.636  1.726
C 0.739 5.122 -0.533  -1.099
C 1.040 4.621 0.703  -1.195
C 1.196 3.236 0.902  -0.470
C 1.046 2.330 -0.126  2.051
C 0.803 2.851 -1.429  -0.850
H 2.265 -1.540 -7.516  0.384
H -0.055 -1.659 -6.683  0.431
H -0.588 -0.954 -4.375  0.483
H 3.529 0.016 -3.733  0.482
H 4.064 -0.684 -6.049  0.410
H -1.455 1.165 -1.869  0.234
H -3.578 0.443 -1.479  1.564
H -3.603 -3.166 -1.783  0.672
H -1.464 -3.611 -2.519  0.481
H 0.446 -2.393 -2.208  0.711
H 0.444 1.818 -4.665  0.467
H 0.028 4.221 -4.986  0.428
H 0.184 5.781 -3.090  0.402
H 0.604 6.187 -0.686  0.374
H 1.158 5.293 1.546  0.449
H 1.446 2.894 1.902  0.188
C -4.205 1.454 3.026  -1.882
C -2.796 1.106 2.545  2.693
C -1.724 2.090 3.061  -2.081
C -2.454 -0.289 3.071  -1.417
P -2.616 1.198 0.668  -0.320
N -1.073 1.030 0.225  0.781
C -3.311 -1.454 -0.576  2.729
C -2.591 -2.195 0.568  -1.616
C -3.564 -1.544 -3.165  -1.594
C -4.816 -1.443 -0.273  -1.907
C -3.464 2.791 0.061  2.244
C -4.980 2.558 0.029  -1.589
C -3.092 4.017 0.901  -1.860
C -2.956 3.084 -1.357  -2.087
H -4.235 1.330 4.111  0.518
H -4.950 0.782 2.594  0.235
H -4.496 2.478 2.808  0.334
H -1.361 1.746 4.031  0.542
H -2.103 3.102 3.175  0.352
H -0.861 2.113 2.396  0.539
H -2.413 -0.231 4.160  0.626
H -1.473 -0.618 2.735  -0.103
H -3.214 -1.021 2.805  0.348
H -1.692 -1.671 0.884  -0.244
H -2.305 -3.196 0.252  0.431
H -3.247 -2.307 1.428  0.442
H -3.021 -0.618 -3.364  0.192
H -4.633 -1.324 -3.112  0.314
H -3.406 -2.210 -4.013  0.489
H -5.011 -0.826 0.611  0.288
H -5.173 -2.453 -0.065  0.492
H -5.401 -1.039 -1.102  0.359
H -5.431 2.644 1.016  0.335
H -5.221 1.569 -0.369  0.174
H -5.452 3.299 -0.621  0.516
H -3.441 3.967 1.928  0.266
H -3.548 4.901 0.447  0.574
H -2.009 4.163 0.900  0.250
H -3.268 2.336 -2.087  0.222
H -1.869 3.170 -1.367  0.286
H -3.365 4.043 -1.683  0.676
C 5.467 -4.109 1.824  -0.750
C 5.340 -2.615 1.598  -0.617
N 4.192 -2.375 0.746  -0.191
C 2.975 -2.941 1.010  -0.077
N 1.881 -2.354 0.620  0.179
C 0.674 -3.123 0.898  0.448
C 0.861 -4.598 0.578  -0.836
C 1.923 -5.128 1.517  -0.877
N 3.016 -4.176 1.624  0.376
C 4.157 -4.600 2.419  -0.692
H 6.295 -4.336 2.496  0.398
H 5.641 -4.605 0.867  0.316
H 6.221 -2.212 1.099  0.407
H 5.242 -2.103 2.567  0.225
H 4.098 -1.429 0.390  0.084
H -0.126 -2.722 0.292  -1.179
H 0.392 -3.018 1.956  0.213
H 1.178 -4.691 -0.463  0.317
H -0.069 -5.154 0.710  0.356
H 2.331 -6.078 1.153  0.530
H 1.487 -5.315 2.506  0.369
H 4.148 -5.691 2.461  0.352
H 4.057 -4.233 3.449  0.271

---

This record from the OMol25 dataset describes a structure of composition C48H62BIN7O4PRb at a distorted geometry. The level of theory is wB97M-V/def2-TZVPD.

Properties
**LUMO**: 2.150 eV
**HOMO energy**: -5.46 eV
**Kohn-Sham gap**: 7.6 eV
**Calculated total energy**: -88132.229 eV
**Total charge**: -1

Last column: Mulliken charge in e.
CARTESIAN COORDINATES (ANGSTROEM)
Rb -0.264 0.753 -0.529  0.708
C -5.040 2.664 2.059  -1.422
C -3.574 2.859 1.889  0.383
C -2.887 4.053 1.806  -0.980
C -1.542 3.683 1.669  -0.749
N -1.441 2.363 1.657  -0.438
N -2.668 1.859 1.798  0.965
B -2.967 0.389 2.168  -1.198
N -1.752 -0.265 2.848  -0.037
N -0.495 -0.257 2.390  1.193
C 0.277 -0.775 3.333  -0.637
C -0.505 -1.154 4.434  -0.766
C -1.791 -0.806 4.087  -0.178
C -3.008 -1.019 4.918  -1.365
C 1.773 -0.904 3.265  3.103
C 2.344 -0.210 2.033  -0.269
C 2.392 -0.271 4.520  -2.109
C 2.126 -2.397 3.240  -1.644
N -3.488 -0.436 0.969  0.095
N -2.825 -0.633 -0.176  0.900
C -3.583 -1.393 -0.954  -0.780
C -4.782 -1.697 -0.294  -0.655
C -4.682 -1.070 0.930  0.056
C -5.703 -1.102 2.016  -1.216
C -3.226 -1.836 -2.348  2.856
C -4.160 -1.117 -3.332  -2.147
C -3.415 -3.356 -2.448  -1.985
C -1.787 -1.487 -2.706  -0.919
C -0.362 4.613 1.666  3.159
C -0.239 5.222 3.071  -2.005
C -0.597 5.733 0.648  -1.803
C 0.924 3.868 1.318  -1.362
H -5.543 3.629 2.025  0.418
H -5.252 2.191 3.018  0.209
H -5.442 2.028 1.270  0.197
H -3.302 5.041 1.844  0.486
H -3.844 0.412 2.967  -0.224
H -0.187 -1.616 5.350  0.530
H -2.717 -1.480 5.860  0.428
H -3.708 -1.679 4.406  0.104
H -3.512 -0.078 5.130  0.240
H 2.065 0.841 2.036  -0.471
H 1.941 -0.667 1.133  -0.566
H 3.431 -0.300 2.025  0.694
H 2.114 0.778 4.593  0.364
H 3.478 -0.341 4.472  0.475
H 2.059 -0.776 5.425  0.351
H 1.687 -2.863 2.360  0.046
H 1.734 -2.894 4.126  0.428
H 3.206 -2.536 3.219  0.434
H -5.611 -2.284 -0.649  0.588
H -6.558 -1.688 1.682  0.409
H -6.044 -0.101 2.272  0.140
H -5.295 -1.562 2.914  0.106
H -5.203 -1.321 -3.102  0.441
H -3.957 -1.440 -4.352  0.467
H -3.998 -0.043 -3.270  0.374
H -4.447 -3.638 -2.256  0.448
H -2.782 -3.856 -1.718  0.255
H -3.142 -3.711 -3.441  0.467
H -1.636 -0.414 -2.632  -0.270
H -1.569 -1.801 -3.726  0.720
H -1.095 -1.993 -2.037  -0.171
H -1.157 5.742 3.343  0.379
H 0.586 5.934 3.107  0.496
H -0.056 4.440 3.805  0.340
H -1.449 6.347 0.933  0.352
H -0.800 5.294 -0.325  0.243
H 0.281 6.374 0.576  0.447
H 1.021 2.980 1.937  0.176
H 1.788 4.512 1.477  0.449
H 0.909 3.560 0.275  -0.129
O 0.630 0.962 -3.927  -0.822
C 1.250 0.127 -3.267  -0.226
O 1.727 0.302 -2.106  1.609
C 1.464 -1.248 -3.839  0.071
C 1.457 -1.459 -5.209  -0.534
C 1.648 -2.733 -5.711  -0.792
C 1.821 -3.792 -4.836  -0.797
C 1.811 -3.585 -3.468  -1.065
C 1.648 -2.305 -2.950  0.596
P 1.677 -1.894 -1.155  1.496
C 3.502 -1.976 -0.982  0.845
C 4.321 -1.328 -1.903  -0.388
C 5.693 -1.304 -1.735  -0.743
C 6.275 -1.957 -0.661  -0.764
C 5.471 -2.598 0.267  -0.985
C 4.096 -2.588 0.119  -0.084
C 1.182 -3.545 -0.448  0.065
C 1.887 -4.745 -0.434  0.391
C 1.333 -5.883 0.126  -0.907
C 0.071 -5.839 0.697  -0.773
C -0.627 -4.644 0.728  -0.899
C -0.071 -3.510 0.164  -0.799
H 1.313 -0.611 -5.862  0.524
H 1.659 -2.902 -6.779  0.409
H 1.968 -4.792 -5.221  0.388
H 1.925 -4.432 -2.809  0.426
H 3.880 -0.824 -2.750  0.063
H 6.309 -0.778 -2.452  0.454
H 7.349 -1.958 -0.538  0.375
H 5.924 -3.107 1.109  0.431
H 3.477 -3.049 0.873  0.447
H 2.884 -4.788 -0.851  0.482
H 1.888 -6.813 0.124  0.417
H -0.355 -6.733 1.135  0.379
H -1.602 -4.590 1.194  0.549
H -0.609 -2.569 0.209  0.407
O -1.055 2.597 -2.579  -0.635
H -0.864 2.284 -3.475  0.426
H -0.222 2.376 -2.143  -0.172
O 3.165 2.197 -0.640  -0.480
H 3.768 1.626 -0.156  0.212
H 2.684 1.584 -1.226  -0.138
I 4.721 2.496 -3.621  -0.027
C 3.284 3.928 -3.041  0.000
C 3.640 4.949 -2.177  -0.339
C 2.647 5.853 -1.842  -0.260
C 1.377 5.706 -2.381  -0.497
C 1.153 4.649 -3.249  -0.475
N 2.100 3.785 -3.571  -0.187
H 4.638 5.024 -1.774  0.391
H 2.864 6.663 -1.161  0.399
H 0.588 6.398 -2.135  0.479
H 0.185 4.479 -3.700  0.435

---

This record from the OMol25 dataset describes a cluster of 6 separate species, C48H63BIN8O5P in total at a distorted geometry. The level of theory is wB97M-V/def2-TZVPD.

Properties
**LUMO**: -0.544 eV
**HOMO energy**: -8.51 eV
**Kohn-Sham gap**: 8.0 eV
**Calculated total energy**: -91022.247 eV
**SMILES**: CC(C)CCc1c(P(=N)(O)O)cc2nc(CCCI)c(CB(O)O)nc2c1OC[C@H](C)C(C)C.c1ccncc1.c1ccncc1.c1ccncc1.c1ccncc1.c1ccncc1

Last column: Mulliken charge in e.
CARTESIAN COORDINATES (ANGSTROEM)
C -2.979 -1.437 6.823  -1.274
C -2.081 -1.046 5.573  0.490
C -2.324 -2.076 4.402  -1.121
C -2.199 0.474 5.161  -0.498
C -3.673 1.007 4.939  -0.929
C -4.459 0.337 3.770  0.725
C -5.912 -0.060 3.945  0.268
P -6.890 0.230 5.517  1.007
N -7.280 1.758 5.644  -0.847
O -6.056 -0.327 6.854  -0.548
O -8.286 -0.696 5.468  -0.598
C -6.681 -0.693 2.858  -0.674
C -6.075 -0.966 1.503  0.565
N -6.912 -1.555 0.553  -0.680
C -6.190 -1.765 -0.581  0.313
C -6.962 -2.477 -1.769  -0.328
C -7.243 -1.521 -3.001  -0.722
C -7.406 0.005 -2.638  -0.886
I -7.809 1.037 -4.543  -0.036
C -4.740 -1.433 -0.811  0.148
C -3.988 -1.759 -2.154  -0.090
B -2.995 -0.574 -2.610  0.602
O -3.533 0.546 -3.291  -0.587
O -1.609 -0.707 -2.356  -0.621
N -3.985 -0.825 0.140  -0.196
C -4.665 -0.590 1.333  -0.247
C -3.888 0.067 2.445  0.304
O -2.553 0.428 2.169  -0.481
C -2.673 1.755 1.530  -0.465
C -1.318 2.523 1.529  0.524
C -1.472 3.768 2.528  -1.423
C -0.740 3.067 0.172  2.335
C -1.555 2.816 -1.142  -1.325
C 0.754 2.460 0.006  -1.496
H -3.117 -0.576 7.528  0.242
H -2.405 -2.237 7.385  0.393
H -3.933 -1.919 6.484  0.279
H -1.006 -1.199 5.909  0.451
H -3.450 -2.160 4.275  0.217
H -1.927 -1.751 3.404  0.059
H -1.979 -3.124 4.636  0.456
H -1.501 0.695 4.302  -0.121
H -1.780 1.068 6.034  0.466
H -3.576 2.106 4.666  0.393
H -4.193 0.982 5.928  0.045
H -6.868 2.241 4.838  0.326
H -5.837 0.475 7.374  0.369
H -8.972 -0.226 4.962  0.359
H -7.750 -0.988 3.033  0.240
H -6.235 -3.279 -2.141  -0.122
H -7.912 -2.902 -1.360  0.426
H -6.494 -1.603 -3.837  0.452
H -8.228 -1.852 -3.452  0.521
H -8.316 0.201 -2.017  0.477
H -6.464 0.457 -2.240  0.349
H -4.670 -2.093 -2.976  0.065
H -3.334 -2.653 -1.906  -0.170
H -3.138 1.338 -2.878  0.340
H -1.431 -0.796 -1.401  0.298
H -3.404 2.326 2.186  0.255
H -3.188 1.588 0.551  0.221
H -0.535 1.861 2.008  0.262
H -1.835 3.340 3.508  0.319
H -2.246 4.491 2.147  0.335
H -0.505 4.318 2.662  0.314
H -0.588 4.198 0.266  -1.765
H -1.086 3.302 -2.046  0.477
H -2.568 3.322 -1.028  0.496
H -1.742 1.717 -1.333  0.044
H 1.125 2.839 -0.983  0.540
H 1.398 2.902 0.810  0.348
H 0.746 1.339 0.033  0.176
C 1.572 8.626 1.098  -0.078
C 2.499 7.786 1.694  -0.665
C 2.245 6.424 1.692  -0.156
N 1.155 5.871 1.149  -0.086
C 0.276 6.700 0.580  0.063
C 0.436 8.076 0.527  -0.913
H 1.733 9.698 1.078  0.377
H 3.398 8.179 2.151  0.370
H 2.942 5.726 2.144  0.399
H -0.599 6.224 0.151  0.281
H -0.310 8.699 0.051  0.361
C -5.043 -7.573 -4.483  -0.138
C -6.088 -6.893 -5.086  -0.618
C -6.218 -5.536 -4.835  -0.122
N -5.395 -4.843 -4.040  -0.226
C -4.394 -5.523 -3.468  0.246
C -4.175 -6.878 -3.657  -0.805
H -4.906 -8.635 -4.655  0.372
H -6.787 -7.402 -5.736  0.361
H -7.019 -4.960 -5.287  0.384
H -3.743 -4.937 -2.827  0.183
H -3.347 -7.376 -3.169  0.376
C 5.889 -0.531 -0.120  0.066
C 4.701 -1.014 0.405  -0.895
C 3.598 -0.175 0.413  -0.026
N 3.612 1.079 -0.053  -0.175
C 4.771 1.523 -0.554  -0.451
C 5.930 0.764 -0.612  -0.370
H 6.774 -1.155 -0.147  0.387
H 4.631 -2.020 0.800  0.367
H 2.645 -0.509 0.812  0.352
H 4.754 2.544 -0.923  0.374
H 6.839 1.174 -1.030  0.372
C 11.797 -0.218 -1.093  -0.189
C 11.088 -0.353 -2.276  -0.449
C 9.704 -0.348 -2.214  -0.302
N 9.008 -0.224 -1.077  -0.239
C 9.716 -0.097 0.052  -0.024
C 11.101 -0.086 0.098  -0.731
H 12.881 -0.215 -1.099  0.369
H 11.598 -0.459 -3.225  0.423
H 9.105 -0.448 -3.113  0.393
H 9.127 -0.001 0.959  0.366
H 11.620 0.022 1.041  0.365
C 13.386 -3.914 -6.307  -0.190
C 12.378 -3.190 -6.921  -0.363
C 12.312 -1.826 -6.682  -0.164
N 13.162 -1.165 -5.888  -0.551
C 14.126 -1.889 -5.303  -0.163
C 14.281 -3.254 -5.480  -0.364
H 13.473 -4.982 -6.469  0.359
H 11.660 -3.671 -7.573  0.354
H 11.542 -1.217 -7.144  0.368
H 14.800 -1.329 -4.663  0.369
H 15.082 -3.787 -4.984  0.356

---

- Kohn-Sham gap of number 3 (C48H63BIN8O5P)?
  8.0 eV

---

- Kohn-Sham gap of number 2 (C48H62BIN7O4PRb)?
  7.6 eV